The following is a DFT calculation (the ωB97M-V functional and the def2-TZVPD basis) of a gas-phase ion, C4H8BrN2O2 (charge +1) in a non-equilibrium geometry.

Summary:
**HOMO energy**: -14.04 eV
**SMILES string**: C=C(Br)[C@@H](C)/[N+](O)=N/O
**Energy relative to the best compared isomer or geometry (same formula, charge and spin)**: 109.05 kJ/mol
**Net charge**: +1

XYZ file:
```
17
Properties=species:S:1:pos:R:3:mulliken_charge:R:1
C 0.212 -0.167 -0.377 0.242
C -0.793 -1.450 -0.183 -0.031
C -0.113 0.683 -1.588 -1.199
C -0.297 -2.640 -0.327 -0.838
N 0.371 0.802 0.795 0.845
N 1.248 1.728 0.787 -0.424
O -0.591 0.812 1.757 -0.370
O 1.154 2.583 1.812 -0.301
Br -2.625 -0.989 -0.118 0.015
H 1.165 -0.696 -0.251 0.346
H 0.294 1.634 -1.369 0.421
H -1.083 0.684 -1.862 0.420
H 0.414 0.256 -2.425 0.323
H 0.718 -2.933 -0.136 0.306
H -1.179 -0.009 1.795 0.470
H -0.849 -3.553 -0.060 0.332
H 1.954 3.256 1.750 0.442
```

The following is a DFT calculation (the ωB97M-V functional and the def2-TZVPD basis) of a gas-phase ion, C4H8BrN5OP (charge +1).

Summary:
**HOMO energy**: -13.09 eV
**SMILES string**: [H]/N=C/CN(c1nc[nH][nH+]1)P(O)Br
**Net charge**: +1

XYZ file:
```
20
Properties=species:S:1:pos:R:3:mulliken_charge:R:1
N 0.754 1.265 2.560 -0.509
C 0.425 1.996 1.585 0.044
C 0.800 1.516 0.201 -1.048
N -0.248 0.641 -0.369 0.058
C -0.050 -0.677 -0.408 0.509
N -0.825 -1.555 -1.074 -0.414
C -0.284 -2.733 -0.849 -0.082
N 0.794 -2.649 -0.078 -0.198
N 0.966 -1.326 0.208 0.067
P -1.674 1.564 -0.932 0.297
O -1.602 1.298 -2.518 -0.435
Br -3.369 0.310 -0.289 -0.133
H 0.453 1.653 3.452 0.283
H -0.112 2.945 1.665 0.426
H 0.966 2.347 -0.489 0.393
H 1.743 0.976 0.275 0.473
H -0.653 -3.676 -1.226 0.439
H 1.419 -3.364 0.264 0.228
H 1.694 -0.999 0.824 0.242
H -1.198 0.468 -2.803 0.361
```

The following is a DFT calculation (the ωB97M-V functional and the def2-TZVPD basis) of 2 unconnected molecules or ions with the total composition C4H8BrNO in a non-equilibrium geometry.

Summary:
**HOMO energy**: -9.79 eV
**SMILES string**: C=C(C)C(N)=O.Br
**Energy relative to the best compared isomer or geometry (same formula, charge and spin)**: 110.24 kJ/mol
**Net charge**: 0

XYZ file:
```
15
Properties=species:S:1:pos:R:3:mulliken_charge:R:1
C 0.143 0.839 0.772 0.765
C 0.575 -0.292 -1.386 -1.535
C -0.402 -1.616 0.458 -1.063
C 0.063 -0.443 0.036 0.544
N 0.765 0.712 1.964 -0.421
O -0.480 1.797 0.341 -0.604
Br -2.767 1.179 -1.576 -0.341
H 0.406 -1.108 -2.059 0.420
H 0.582 0.594 -1.899 0.421
H 1.656 -0.477 -1.421 0.380
H -0.702 -1.817 1.517 0.242
H -1.406 1.399 -1.053 0.256
H -0.596 -2.414 -0.122 0.408
H 1.541 0.106 1.942 0.250
H 0.624 1.540 2.487 0.276
```

The following is a DFT calculation (the ωB97M-V functional and the def2-TZVPD basis) of 2 unconnected molecules or ions with the total composition C4H8Cl4 in a non-equilibrium geometry.

Summary:
**Spin multiplicity**: 2
**HOMO energy (alpha / beta)**: 0.67 / -7.64 eV
**Energy relative to the best compared isomer or geometry (same formula, charge and spin)**: 0.00 kJ/mol
**Net charge**: -1
**⟨S²⟩**: 0.75

XYZ file:
```
16
Properties=species:S:1:pos:R:3:mulliken_charge:R:1
Cl 7.543 -25.033 3.532 -0.319
C 9.218 -25.180 2.909 -0.429
C 10.151 -25.972 3.886 -0.782
Cl 9.509 -27.637 4.235 -0.207
H 9.593 -24.183 2.679 0.451
H 9.084 -25.617 1.919 0.223
H 10.234 -25.447 4.838 0.375
H 11.113 -26.123 3.397 0.532
Cl 7.388 -21.326 -3.462 -0.280
C 8.565 -21.928 -2.284 -0.448
C 8.043 -23.216 -1.588 -1.081
Cl 9.292 -23.724 -0.397 -0.304
H 8.721 -21.280 -1.421 0.330
H 9.510 -22.218 -2.741 0.345
H 7.834 -24.035 -2.277 0.320
H 7.164 -22.990 -0.986 0.275
```

| no. | total energy (Eh) |
| --- | --- |
| 1 | -2990.75273 |
| 2 | -3421.40394 |
| 3 | -2861.18702 |
| 4 | -1997.94271 |